C19H42BFNO8 | the ωB97M-V functional and the def2-TZVPD basis

Structure (ORCA input):
```
! wB97M-V def2-TZVPD RIJCOSX def2/J DEFGRID3
* xyz 1 1
C 0.3432 -0.2546 0.1434
O -0.8268 -0.1114 1.0257
B -2.0115 -0.8237 0.5087
O -2.1534 -2.2799 0.3147
N -3.2441 0.0448 0.1856
F -3.1805 0.4341 -1.1127
H 1.2903 0.0624 0.7839
H 0.3195 0.4640 -0.8049
H 0.4353 -1.3480 -0.2663
H -2.2297 -2.7107 1.2343
H -3.3006 0.8885 0.8031
H -4.0801 -0.5762 0.3365
C 1.7137 -1.2913 -4.6634
C 1.5412 -2.1104 -3.4121
O 1.7850 -1.6399 -2.3022
C 1.0588 -3.5274 -3.5715
H 2.0669 -0.2899 -4.3955
H 2.4546 -1.7608 -5.3154
H 0.7559 -1.1976 -5.1810
H 1.7704 -4.0965 -4.1750
H 0.0717 -3.5332 -4.0406
H 0.9810 -3.9972 -2.5853
C -3.1423 3.2312 -1.7419
C -2.1754 4.3821 -1.8238
O -0.9596 4.1979 -1.7975
C -2.7536 5.7672 -1.9392
H -2.5833 2.2928 -1.6620
H -3.7735 3.3388 -0.8562
H -3.7563 3.1969 -2.6452
H -3.3676 5.9877 -1.0626
H -3.3503 5.8457 -2.8515
H -1.9389 6.4974 -1.9894
C -3.8162 -5.9987 -4.6034
C -2.8193 -5.3511 -3.6798
O -1.6918 -5.0491 -4.0677
C -3.2552 -5.0872 -2.2634
H -3.3638 -6.1280 -5.5923
H -4.0975 -6.9812 -4.2162
H -4.6986 -5.3618 -4.7030
H -3.5117 -6.0290 -1.7720
H -4.1127 -4.4096 -2.2588
H -2.4338 -4.6167 -1.7127
C 2.6048 2.1333 -2.9506
C 3.8313 2.6222 -3.6737
O 3.8915 2.6206 -4.9021
C 4.9813 3.1132 -2.8355
H 1.8570 1.8100 -3.6824
H 2.8628 1.2826 -2.3149
H 2.1802 2.9420 -2.3505
H 5.3451 2.3062 -2.1947
H 4.6625 3.9656 -2.2304
H 5.7971 3.4347 -3.4916
C 1.7048 -0.3128 4.2379
C 2.9313 0.1761 3.5148
O 2.9915 0.1744 2.2863
C 4.0813 0.6670 4.3529
H 0.9570 -0.6362 3.5060
H 1.9628 -1.1636 4.8735
H 1.2802 0.4958 4.8379
H 4.4451 -0.1399 4.9938
H 3.7625 1.5194 4.9581
H 4.8971 0.9886 3.6968
C 0.7587 2.1305 7.6447
C 0.1812 0.7408 7.6073
O 0.7438 -0.1684 6.9993
C -1.1114 0.5066 8.3425
H 1.6918 2.1511 7.0717
H 0.0564 2.8368 7.1951
H 0.9760 2.4148 8.6773
H -1.8970 1.1407 7.9240
H -0.9773 0.7186 9.4062
H -1.4088 -0.5412 8.2287
*
```

Values from the calculation:
Strongest force on any atom = 6.1 eV/A
LUMO energy = -5.04 eV
Total energy = -1530.21711 Ha

C27H28AgNO2S5 | the ωB97M-V functional and the def2-TZVPD basis

Structure (ORCA input):
```
! wB97M-V def2-TZVPD RIJCOSX def2/J DEFGRID3
* xyz -2 1
Ag 0.1712 1.4680 -1.0610
O -0.8019 7.1089 -4.8635
C -0.7791 6.0749 -4.2302
S -1.2167 5.9397 -2.5384
C -0.9373 4.1931 -2.3219
C -0.5111 3.5274 -3.4229
S -0.1423 1.8644 -3.6069
S -0.3108 4.5191 -4.8901
S -1.2571 3.5980 -0.7480
N -1.2929 -0.3791 -0.6212
S -2.0880 -0.9539 0.5956
C -3.8668 -0.7408 0.2493
C -4.2713 0.2578 -0.6212
C -5.6183 0.4342 -0.8770
C -6.5597 -0.3741 -0.2536
C -6.1489 -1.3474 0.6451
C -4.8030 -1.5296 0.9043
C -2.1132 -2.7808 0.4683
C -2.5573 -3.4262 -0.6868
C -2.2342 -4.7477 -0.9049
C -1.4782 -5.4546 0.0214
C -1.0629 -4.8223 1.1888
C -1.3711 -3.4951 1.4075
H -1.5997 -0.7355 -1.5246
H -3.5273 0.8863 -1.0905
H -5.9396 1.1989 -1.5687
H -7.6139 -0.2415 -0.4583
H -6.8809 -1.9704 1.1417
H -4.4730 -2.2879 1.5989
H -3.1478 -2.8821 -1.4118
H -2.5587 -5.2396 -1.8118
H -1.1913 -6.4791 -0.1713
H -0.4844 -5.3676 1.9199
H -1.0260 -2.9880 2.2947
C 0.8668 -1.0578 2.6361
C 1.6118 0.2156 3.0349
C 0.7325 1.4471 2.8296
C 2.9053 0.3155 2.2604
C 4.0936 0.1838 2.9459
C 5.3192 0.2479 2.3065
C 5.3280 0.5000 0.9435
C 4.1662 0.6520 0.2141
C 4.2806 0.9938 -1.2558
C 3.6084 -0.0532 -2.1434
C 3.7056 2.3847 -1.5273
C 2.8869 0.5136 0.8420
O 1.7876 0.5257 0.1879
H -0.0534 -1.1615 3.2121
H 1.4952 -1.9324 2.8079
H 0.6255 -1.0007 1.5783
H 1.8648 0.1486 4.1060
H 0.4319 1.5143 1.7836
H 1.2809 2.3516 3.0893
H -0.1655 1.3893 3.4438
H 4.0619 0.0254 4.0223
H 6.2447 0.1195 2.8572
H 6.2832 0.5827 0.4314
H 5.3538 1.0184 -1.5091
H 2.5307 -0.0259 -1.9865
H 3.9697 -1.0504 -1.8926
H 3.8123 0.1426 -3.1958
H 2.6300 2.3864 -1.3186
H 3.8529 2.6698 -2.5684
H 4.1822 3.1260 -0.8860
*
```

Values from the calculation:
Strongest force on any atom = 1.1 eV/A
LUMO energy = 3.79 eV
Total energy = -3388.84254 Ha
Energy relative to the best compared isomer or geometry (same formula, charge and spin) = 106.0 kJ/mol

CH2FOPS | the ωB97M-V functional and the def2-TZVPD basis

Structure (ORCA input):
```
! wB97M-V def2-TZVPD RIJCOSX def2/J DEFGRID3
* xyz 0 1
C -1.4235 -0.0965 0.6503
P 0.2945 0.3794 1.0653
S 1.0399 0.0360 -0.9937
O 1.7482 1.2402 -1.3258
F 2.2021 -1.0868 -0.4657
H -2.1764 -0.0403 1.4066
H -1.6848 -0.4320 -0.3370
*
```

Values from the calculation:
Strongest force on any atom = 5.1 eV/A
LUMO energy (spin up / spin down) = -1.07 / -1.08 eV
Total energy = -953.86883 Ha
Structure (SMILES) = C=P#S(=O)F
Energy relative to the best compared isomer or geometry (same formula, charge and spin) = 233.2 kJ/mol

C30H72Cl4F6N4O13P | the ωB97M-V functional and the def2-TZVPD basis

Structure (ORCA input):
```
! wB97M-V def2-TZVPD RIJCOSX def2/J DEFGRID3
* xyz -2 2
P 1.7530 0.9157 1.1532
F 1.7195 0.8366 2.7707
F 3.3893 1.0523 1.1953
F 1.8843 -0.7023 1.1383
F 1.6725 0.8710 -0.4565
F 0.1713 0.8239 1.1140
F 1.7294 2.5505 1.1084
C 1.9206 -0.5842 -3.2797
C 2.3378 -1.7002 -4.3008
C 1.6131 -1.7093 -5.7182
O 2.1326 -2.7477 -6.4652
C 1.8133 -2.6146 -7.8616
N 3.7656 -1.6908 -4.4479
H 2.5124 -0.5949 -2.3644
H 0.8437 -0.6846 -3.1443
H 2.0700 0.4030 -3.7171
H 2.0380 -2.5785 -3.7291
H 1.7306 -0.7128 -6.1440
H 0.5348 -1.8615 -5.6701
H 2.3123 -3.5346 -8.1663
H 2.3977 -1.8330 -8.3470
H 0.7432 -2.5746 -8.0650
H 3.8339 -2.1206 -5.3593
H 4.0726 -0.7563 -4.6771
C 2.5544 -3.7081 0.3495
C 3.2523 -3.0362 -0.8808
C 4.2909 -1.9838 -0.5844
O 4.9086 -1.4569 -1.7804
C 5.5286 -0.2123 -1.5352
N 3.8033 -4.0847 -1.7266
H 3.1130 -4.5804 0.6888
H 1.5835 -4.1560 0.1376
H 2.4593 -2.9507 1.1276
H 2.4276 -2.4632 -1.3046
H 5.0215 -2.3181 0.1522
H 3.7227 -1.1379 -0.1975
H 5.8349 0.3298 -2.4298
H 6.3956 -0.2701 -0.8771
H 5.0185 0.5694 -0.9723
H 3.2159 -4.9062 -1.7136
H 4.4386 -4.6142 -1.1468
C -3.1407 1.8544 2.2729
C -3.7155 1.1420 3.5221
C -3.9111 2.1123 4.6574
O -4.0932 1.3314 5.8121
C -5.3041 1.3735 6.4954
N -4.9742 0.5085 3.1313
H -2.0891 2.1415 2.2688
H -3.7038 2.7743 2.1155
H -3.2962 1.2595 1.3729
H -3.0547 0.3103 3.7665
H -4.7052 2.8094 4.3899
H -2.9925 2.6912 4.7523
H -5.2761 0.8747 7.4642
H -6.0882 0.9086 5.8979
H -5.7386 2.3660 6.6151
H -4.6697 -0.2527 2.5414
H -5.3966 0.0068 3.8994
C -2.4422 -1.9532 -5.4472
C -2.4358 -0.5696 -4.6873
C -2.4399 -0.6198 -3.1581
O -2.4114 0.6991 -2.5705
C -2.1283 0.5602 -1.1996
N -1.2559 0.2037 -5.1681
H -3.3465 -2.4686 -5.1235
H -1.5427 -2.5548 -5.3163
H -2.8172 -1.7456 -6.4494
H -3.2609 0.0958 -4.9413
H -1.6569 -1.2637 -2.7577
H -3.3364 -1.1691 -2.8707
H -2.4159 1.4894 -0.7077
H -1.0773 0.2922 -1.0919
H -2.8337 -0.0983 -0.6928
H -1.4262 0.4723 -6.1267
H -1.2232 1.0680 -4.6465
C 0.5330 -3.2734 8.4043
C -0.6518 -2.3279 8.7889
O -1.0870 -1.6432 7.6087
C -0.6147 -0.3373 7.3297
O 0.0884 0.3509 8.1639
O -0.7188 -0.0869 6.0903
C -0.3612 1.1586 5.5581
H 0.3821 -3.8277 7.4779
H 0.7825 -3.9603 9.2130
H 1.4987 -2.7682 8.3881
H -0.3993 -1.6051 9.5648
H -1.4862 -2.9442 9.1234
H -1.2057 1.7003 5.1320
H 0.3394 0.8938 4.7661
H 0.1775 1.7217 6.3203
C -6.2533 -3.5290 1.0014
C -5.5595 -2.2003 0.6103
O -4.2429 -2.1120 1.2223
C -3.1890 -2.6842 0.8126
O -3.1150 -3.4983 -0.1135
O -2.1791 -2.2243 1.5706
C -0.8131 -2.2916 1.2228
H -6.7105 -3.6324 1.9855
H -5.5711 -4.2922 0.6270
H -7.1325 -3.6777 0.3744
H -6.1637 -1.3653 0.9649
H -5.4087 -2.1687 -0.4688
H -0.3531 -1.5549 1.8814
H -0.7906 -1.9153 0.2001
H -0.2382 -3.2097 1.3444
C 2.1796 5.4746 -6.8251
C 0.7637 5.4928 -6.3398
O 0.3997 4.4713 -5.4299
C 0.5154 4.6323 -4.1788
O 0.7796 5.7149 -3.6003
O 0.1892 3.4797 -3.6823
C 0.1616 3.3448 -2.2570
H 2.3866 6.3932 -7.3741
H 2.3920 4.6150 -7.4607
H 2.8318 5.5499 -5.9550
H 0.0065 5.4915 -7.1240
H 0.5013 6.4347 -5.8582
H 1.1242 3.7182 -1.9078
H 0.0746 2.2732 -2.0773
H -0.4991 4.0434 -1.7436
C 5.6723 2.6720 2.6159
Cl 6.6703 2.7340 1.0825
Cl 6.0644 1.1667 3.6059
H 5.8414 3.4517 3.3586
H 4.5904 2.6707 2.4829
C 2.2801 3.7836 4.2228
Cl 3.4778 3.5240 5.4767
Cl 1.4763 5.3567 4.3778
H 2.6866 3.6815 3.2167
H 1.5160 3.0119 4.3164
*
```

Values from the calculation:
⟨S²⟩ = 0.75
Strongest force on any atom = 6.6 eV/A
LUMO energy (spin up / spin down) = 3.66 / 3.64 eV
Total energy = -5164.75565 Ha

C38H30CeN9O4 | the ωB97M-V functional and the def2-TZVPD basis

Structure (ORCA input):
```
! wB97M-V def2-TZVPD RIJCOSX def2/J DEFGRID3
* xyz 2 2
Ce -0.3938 -1.5627 -0.9444
C -4.0915 -2.1261 2.2262
C -2.8795 -2.3285 1.5317
N -2.3030 -1.3382 0.8754
C -2.8898 -0.1423 0.9215
C -4.0697 0.0768 1.6233
N -4.6816 -0.9282 2.2803
C -2.2449 0.9567 0.1687
C -2.2484 2.2115 0.6884
C -1.7487 3.2390 -0.1241
C -1.4380 2.9539 -1.4269
C -1.3729 1.6417 -1.8511
N -1.7278 0.6611 -1.0383
C 0.2548 0.3206 -3.4660
C 0.4661 0.9855 -4.8419
N -0.3064 0.3952 -5.9349
C -0.8059 -0.7484 -5.7637
C -0.6567 -1.5615 -4.4812
N -0.2283 -1.0405 -3.4171
C -1.5944 4.5792 0.4190
C -2.6221 5.0439 1.2332
C -2.4660 6.2792 1.8123
N -1.3804 7.0133 1.6592
C -0.3730 6.5791 0.9080
C -0.4306 5.3709 0.2352
H -4.6229 -2.9585 2.6182
H -2.5007 -3.3529 1.4817
H -4.5954 0.9898 1.5829
H -2.5905 2.4741 1.6688
H -1.1573 3.8080 -2.0561
H 1.4871 1.1092 -5.2244
H -1.4008 -1.1499 -6.5527
H -1.0600 -2.5705 -4.4294
H -3.5640 4.4922 1.3387
H -3.2839 6.7045 2.3753
H 0.4764 7.2194 0.7629
H 0.4171 4.9382 -0.3786
O -1.1040 -3.8078 -1.3086
N -0.9050 -4.8025 -0.5039
N -0.2453 -4.4449 0.5194
O 0.2358 -3.2310 0.5395
C -0.1539 -5.1769 1.8276
C -0.0693 -4.3426 2.9745
C -0.1048 -4.9348 4.2437
C -0.1565 -6.3167 4.4070
C -0.0439 -7.0880 3.2794
C -0.0129 -6.5201 1.9830
H 0.0846 -3.2803 2.8978
H -0.1578 -4.3178 5.1158
H -0.2684 -6.7988 5.3541
H -0.0153 -8.1463 3.3686
H 0.0682 -7.1465 1.1032
C 5.3881 -1.4136 2.0926
O 4.6586 -0.8363 1.0111
C 3.4200 -0.4603 1.3439
C 2.7538 -0.8420 2.5074
C 1.4534 -0.3872 2.7036
C 0.8108 0.4302 1.7967
C 1.5280 0.8773 0.6883
C 2.8078 0.4076 0.4459
N 3.6584 0.9202 -0.5723
C 3.3492 1.6701 -1.6286
C 2.1583 1.6834 -2.3533
C 1.8707 2.9170 -3.0168
C 0.8221 3.1995 -3.7819
C -0.2421 2.2408 -4.2868
C -0.9241 1.2943 -3.2655
C 1.3932 0.5028 -2.4305
O 1.5684 -0.4511 -1.6352
H 5.3195 -0.7703 2.9252
H 6.4053 -1.5757 1.7779
H 4.9508 -2.3747 2.3046
H 3.2066 -1.4744 3.2694
H 0.8904 -0.7242 3.5780
H -0.1625 0.7814 2.0349
H 1.0773 1.5731 0.0173
H 4.5869 1.0271 -0.2606
H 4.1447 2.3445 -1.9022
H 2.5563 3.7231 -2.7462
H 0.7668 4.1963 -4.1697
H -0.9457 2.7309 -4.9410
H -1.7955 0.9101 -3.7874
*
```

Values from the calculation:
⟨S²⟩ = 0.75
Strongest force on any atom = 2.0 eV/A
LUMO energy (spin up / spin down) = -5.95 / -5.93 eV
Total energy = -2734.39993 Ha
Energy relative to the best compared isomer or geometry (same formula, charge and spin) = 157.1 kJ/mol

C3H5O3Rb | the ωB97M-V functional and the def2-TZVPD basis

Structure (ORCA input):
```
! wB97M-V def2-TZVPD RIJCOSX def2/J DEFGRID3
* xyz 1 2
H 0.0714 0.0938 -3.3373
O -0.1044 -1.8276 -2.7906
C -0.0118 -0.9636 -3.6451
H 0.2791 -1.2407 -4.6718
O 1.3549 -2.0954 -0.8918
Rb -1.5956 -2.5166 0.1291
O 1.8004 -2.7642 0.4906
C 2.0800 -4.1132 0.4336
C 2.2336 -4.8339 1.5377
H 2.1755 -4.4902 -0.5895
H 2.4864 -5.8889 1.4392
H 2.1487 -4.3886 2.5304
*
```

Values from the calculation:
⟨S²⟩ = 0.76
Strongest force on any atom = 6.0 eV/A
LUMO energy (spin up / spin down) = -3.74 / -5.95 eV
Total energy = -366.67938 Ha
Energy relative to the best compared isomer or geometry (same formula, charge and spin) = 358.6 kJ/mol